1.
Formula: C80H196B6F24N10O8
Source: the Open Molecules 2025 dataset
Level of theory: ωB97M-V/def2-TZVPD

CARTESIAN COORDINATES (ANGSTROEM)
1 C 5.442 2.362 9.714
2 C 4.702 2.095 8.419
3 C 3.742 3.215 8.089
4 N 2.784 2.786 6.996
5 C 3.564 2.107 5.857
6 C 2.070 4.000 6.439
7 C 0.722 3.466 5.998
8 C 0.602 2.024 6.528
9 C 1.712 1.959 7.559
10 H 5.934 3.311 9.797
11 H 6.186 1.601 10.006
12 H 4.625 2.385 10.511
13 H 3.998 1.230 8.475
14 H 5.334 1.790 7.563
15 H 4.225 4.066 7.552
16 H 3.183 3.460 8.994
17 H 4.064 1.159 6.201
18 H 4.295 2.832 5.500
19 H 2.870 1.994 5.082
20 H 2.641 4.399 5.613
21 H 1.931 4.939 7.065
22 H 0.663 3.637 4.887
23 H -0.074 4.048 6.560
24 H 0.704 1.273 5.790
25 H -0.340 1.732 6.986
26 H 2.017 0.961 7.816
27 H 1.429 2.413 8.511
28 C -2.298 -1.085 -4.094
29 C -0.827 -1.534 -4.000
30 C -0.385 -2.109 -5.367
31 N 1.096 -2.213 -5.747
32 C 1.810 -3.350 -5.111
33 C 1.841 -0.952 -5.566
34 C 2.885 -0.825 -6.706
35 C 2.543 -1.992 -7.670
36 C 1.122 -2.425 -7.297
37 H -2.262 -0.137 -4.730
38 H -2.696 -0.746 -3.119
39 H -3.021 -1.729 -4.620
40 H -0.584 -2.225 -3.194
41 H -0.338 -0.583 -3.800
42 H -0.985 -1.579 -6.162
43 H -0.780 -3.145 -5.352
44 H 2.027 -3.110 -4.068
45 H 2.756 -3.624 -5.586
46 H 1.086 -4.207 -5.140
47 H 2.160 -0.908 -4.519
48 H 1.046 -0.109 -5.773
49 H 3.923 -0.915 -6.381
50 H 2.832 0.070 -7.267
51 H 3.296 -2.738 -7.475
52 H 2.602 -1.704 -8.767
53 H 0.971 -3.498 -7.622
54 H 0.337 -1.806 -7.773
55 C 6.014 -1.220 -3.634
56 C 6.112 -0.038 -2.586
57 N 5.850 1.343 -3.078
58 C 4.509 1.365 -3.904
59 C 5.811 2.236 -1.820
60 C 4.542 2.005 -1.073
61 C 6.982 1.845 -3.921
62 C 6.716 3.159 -4.658
63 O 6.030 3.121 -5.900
64 C 6.287 4.331 -6.622
65 H 5.029 -1.523 -3.954
66 H 6.436 -2.039 -3.111
67 H 6.705 -0.903 -4.441
68 H 7.148 0.110 -2.207
69 H 5.514 -0.259 -1.698
70 H 4.640 1.060 -4.965
71 H 4.108 2.349 -3.992
72 H 3.860 0.684 -3.381
73 H 5.829 3.307 -2.049
74 H 6.738 1.916 -1.351
75 H 4.436 0.976 -0.737
76 H 3.690 2.119 -1.778
77 H 4.228 2.667 -0.278
78 H 7.190 1.096 -4.704
79 H 7.809 1.990 -3.271
80 H 7.731 3.499 -4.853
81 H 6.252 3.878 -3.981
82 H 5.979 5.120 -5.966
83 H 5.737 4.159 -7.612
84 H 7.290 4.408 -6.975
85 C -12.752 -4.835 2.146
86 C -12.358 -5.878 1.184
87 N -11.281 -6.827 1.737
88 C -10.940 -7.749 0.592
89 C -9.977 -6.125 2.131
90 C -9.417 -5.207 1.093
91 C -11.740 -7.556 3.002
92 C -13.145 -8.212 2.853
93 O -14.036 -7.293 3.330
94 C -15.320 -7.939 3.427
95 H -12.736 -5.277 3.163
96 H -13.662 -4.317 1.827
97 H -12.026 -4.042 2.173
98 H -11.965 -5.447 0.278
99 H -13.128 -6.509 0.789
100 H -11.864 -8.303 0.274
101 H -10.251 -8.480 0.921
102 H -10.568 -7.136 -0.207
103 H -9.285 -6.951 2.377
104 H -10.207 -5.615 3.039
105 H -10.199 -4.673 0.672
106 H -8.818 -5.723 0.361
107 H -8.695 -4.520 1.547
108 H -11.828 -6.759 3.734
109 H -10.896 -8.174 3.308
110 H -13.043 -9.193 3.503
111 H -13.394 -8.543 1.790
112 H -15.498 -8.370 4.416
113 H -15.467 -8.779 2.745
114 H -16.128 -7.219 3.311
115 C 6.871 -1.155 1.708
116 C 5.923 -2.311 2.111
117 N 4.984 -1.944 3.268
118 C 5.907 -1.728 4.432
119 C 4.172 -0.699 3.098
120 C 3.257 -0.730 1.939
121 C 4.134 -3.125 3.629
122 C 4.723 -4.500 3.562
123 O 5.858 -4.580 4.352
124 C 6.483 -5.932 4.315
125 H 7.239 -1.427 0.712
126 H 7.728 -0.947 2.366
127 H 6.282 -0.271 1.483
128 H 6.468 -3.170 2.544
129 H 5.239 -2.632 1.324
130 H 5.291 -1.485 5.320
131 H 6.543 -0.852 4.157
132 H 6.463 -2.615 4.613
133 H 4.948 0.053 3.010
134 H 3.580 -0.480 3.993
135 H 2.745 0.209 1.893
136 H 2.488 -1.539 1.911
137 H 3.775 -0.907 0.931
138 H 3.216 -3.028 3.033
139 H 3.868 -2.873 4.636
140 H 4.962 -4.724 2.553
141 H 3.868 -5.152 3.792
142 H 6.626 -6.193 3.301
143 H 5.785 -6.700 4.796
144 H 7.439 -5.811 4.722
145 C -1.153 -3.878 -0.936
146 C -1.742 -4.980 -0.081
147 N -0.937 -6.244 -0.147
148 C -1.102 -6.772 -1.563
149 C 0.651 -6.055 -0.005
150 C 1.034 -5.606 1.401
151 C -1.507 -7.228 0.837
152 C -2.835 -7.815 0.384
153 O -2.679 -8.929 -0.463
154 C -3.634 -9.064 -1.490
155 H -1.868 -3.060 -0.994
156 H -0.901 -4.293 -1.895
157 H -0.214 -3.513 -0.480
158 H -2.706 -5.240 -0.596
159 H -1.943 -4.699 0.975
160 H -2.177 -6.902 -1.778
161 H -0.669 -7.729 -1.543
162 H -0.637 -6.190 -2.274
163 H 0.987 -5.335 -0.698
164 H 1.072 -7.062 -0.233
165 H 2.062 -5.336 1.380
166 H 0.799 -6.370 2.178
167 H 0.406 -4.746 1.705
168 H -1.579 -6.682 1.783
169 H -0.818 -8.026 0.985
170 H -3.478 -6.987 0.065
171 H -3.272 -8.198 1.285
172 H -3.935 -8.113 -1.902
173 H -4.546 -9.550 -1.303
174 H -3.083 -9.621 -2.314
175 C -1.415 -2.874 3.430
176 C -2.796 -3.416 3.887
177 N -3.124 -3.227 5.322
178 C -1.987 -3.917 6.105
179 C -3.222 -1.756 5.700
180 C -3.389 -1.461 7.228
181 C -4.459 -4.040 5.637
182 C -5.593 -3.804 4.659
183 O -6.143 -2.500 4.741
184 C -7.306 -2.305 3.957
185 H -1.514 -3.183 2.356
186 H -0.539 -3.427 3.846
187 H -1.363 -1.853 3.400
188 H -2.939 -4.423 3.633
189 H -3.546 -2.731 3.505
190 H -1.043 -3.434 5.948
191 H -2.008 -4.970 5.856
192 H -2.186 -3.833 7.163
193 H -4.106 -1.459 5.225
194 H -2.240 -1.282 5.394
195 H -3.758 -0.423 7.296
196 H -2.407 -1.628 7.608
197 H -4.238 -1.985 7.679
198 H -4.613 -3.874 6.705
199 H -4.202 -5.077 5.463
200 H -6.384 -4.542 4.925
201 H -5.259 -4.023 3.643
202 H -7.609 -1.239 4.011
203 H -8.184 -2.855 4.366
204 H -7.135 -2.597 2.928
205 C 0.430 11.080 -0.203
206 C 1.809 10.620 0.250
207 N 2.279 9.304 -0.339
208 C 1.250 8.242 -0.151
209 C 2.496 9.580 -1.877
210 C 3.421 10.626 -2.342
211 C 3.589 8.801 0.252
212 C 3.400 8.399 1.699
213 O 2.881 9.443 2.505
214 C 2.951 9.119 3.872
215 H 0.215 11.970 0.400
216 H -0.375 10.354 0.034
217 H 0.407 11.416 -1.232
218 H 1.834 10.418 1.315
219 H 2.612 11.240 -0.059
220 H 1.662 7.310 -0.457
221 H 0.426 8.537 -0.784
222 H 0.868 8.258 0.870
223 H 1.555 9.818 -2.295
224 H 2.694 8.571 -2.217
225 H 3.183 11.649 -2.177
226 H 3.529 10.459 -3.461
227 H 4.447 10.576 -2.014
228 H 4.395 9.568 0.072
229 H 3.845 7.946 -0.430
230 H 4.371 8.058 2.044
231 H 2.771 7.462 1.732
232 H 2.816 10.062 4.484
233 H 3.932 8.763 4.157
234 H 2.295 8.287 4.201
235 C 0.421 7.153 -5.676
236 C 0.979 5.962 -6.518
237 N -0.176 5.106 -7.016
238 C -1.203 4.867 -5.981
239 C -0.800 5.854 -8.197
240 C -1.735 5.003 -9.051
241 C 0.418 3.809 -7.479
242 C 1.685 3.867 -8.271
243 O 1.681 4.691 -9.419
244 C 2.827 4.762 -10.273
245 H 0.245 6.776 -4.730
246 H -0.427 7.673 -6.089
247 H 1.216 7.840 -5.574
248 H 1.562 5.343 -5.871
249 H 1.568 6.304 -7.309
250 H -1.682 5.838 -5.716
251 H -0.648 4.645 -5.043
252 H -1.907 4.165 -6.328
253 H 0.097 6.259 -8.695
254 H -1.383 6.740 -7.931
255 H -2.114 5.518 -9.927
256 H -2.570 4.650 -8.466
257 H -1.230 4.094 -9.423
258 H -0.371 3.316 -8.135
259 H 0.403 3.109 -6.587
260 H 1.841 2.838 -8.547
261 H 2.629 4.043 -7.655
262 H 3.039 3.817 -10.806
263 H 3.701 5.074 -9.718
264 H 2.591 5.585 -10.945
265 C -2.327 -0.203 -0.123
266 C -1.929 1.214 0.057
267 N -0.677 1.479 0.798
268 C -0.561 2.947 1.042
269 C -0.580 0.793 2.163
270 C -1.744 1.115 3.081
271 C 0.586 1.020 0.010
272 C 0.952 1.753 -1.309
273 O 0.046 1.552 -2.385
274 C 0.307 2.282 -3.550
275 H -1.611 -0.709 -0.764
276 H -3.294 -0.100 -0.615
277 H -2.439 -0.692 0.868
278 H -2.821 1.662 0.624
279 H -1.875 1.798 -0.817
280 H -0.833 3.335 0.089
281 H 0.436 3.251 1.407
282 H -1.297 3.265 1.771
283 H 0.377 1.031 2.562
284 H -0.535 -0.245 1.972
285 H -2.713 0.966 2.628
286 H -1.679 2.075 3.602
287 H -1.704 0.350 3.871
288 H 0.341 0.003 -0.169
289 H 1.378 1.152 0.700
290 H 1.964 1.470 -1.476
291 H 1.063 2.892 -1.083
292 H 1.256 2.094 -4.098
293 H 0.427 3.371 -3.298
294 H -0.526 2.199 -4.260
295 B 3.665 5.614 -3.047
296 F 3.079 6.655 -2.348
297 F 2.900 4.369 -2.805
298 F 3.497 5.846 -4.355
299 F 4.986 5.435 -2.649
300 B -5.176 -5.051 1.317
301 F -5.054 -5.725 0.046
302 F -6.224 -5.546 2.159
303 F -4.021 -5.408 2.075
304 F -5.303 -3.699 1.026
305 B 2.826 3.306 2.534
306 F 3.807 2.438 2.179
307 F 2.301 4.083 1.489
308 F 1.842 2.491 3.181
309 F 3.279 4.246 3.510
310 B 2.738 -2.551 -1.384
311 F 3.940 -2.501 -0.721
312 F 2.867 -1.967 -2.611
313 F 2.416 -3.937 -1.605
314 F 1.830 -1.870 -0.619
315 B 1.127 -1.488 5.157
316 F 1.379 -2.578 4.352
317 F 0.443 -0.526 4.330
318 F 0.255 -1.754 6.242
319 F 2.311 -1.026 5.734
320 B -0.760 0.759 -7.805
321 F -1.387 -0.471 -8.077
322 F -0.530 0.966 -6.399
323 F 0.481 0.737 -8.443
324 F -1.668 1.828 -8.255

Forces on atoms 1 to 2 (eV/Å):
C -1.37 -0.88 1.62
C -0.33 -1.09 -0.69

Calculated values
ΔE to the lowest compared entry with this formula, charge and spin = 35.6 kJ/mol
Total energy = -6861.01725 Ha
Charge = +4
Kohn-Sham gap = 0.36241 hartree
2S+1 = 1
Maximum force = 4.6 eV/Å

2.
Formula: C2H9N2O
Source: the Open Molecules 2025 dataset
Level of theory: ωB97M-V/def2-TZVPD

CARTESIAN COORDINATES (ANGSTROEM)
1 C 0.507 -0.959 0.438
2 O 1.440 0.004 0.429
3 C -0.936 -0.395 0.282
4 N -1.955 -1.431 0.524
5 H 0.578 -1.752 -0.389
6 H 0.524 -1.542 1.387
7 H -1.061 0.405 1.011
8 H -0.955 0.035 -0.726
9 H -2.890 -1.074 0.417
10 H -1.850 -2.215 -0.103
11 N 0.955 2.482 -1.332
12 H 1.406 3.295 -0.955
13 H 1.137 2.406 -2.315
14 H 1.223 1.631 -0.827

Forces on atoms 1 to 2 (eV/Å):
C -0.33 0.15 0.16
O 0.25 0.22 -0.58

Calculated values
ΔE to the lowest compared entry with this formula, charge and spin = 28.6 kJ/mol
Total energy = -266.33369 Ha
Charge = -1
Kohn-Sham gap = 0.25524 hartree
2S+1 = 1
Maximum force = 0.8 eV/Å

3.
Formula: C28H27N4O7SiV
Source: the Open Molecules 2025 dataset
Level of theory: ωB97M-V/def2-TZVPD

CARTESIAN COORDINATES (ANGSTROEM)
1 V -0.838 -0.193 1.068
2 O -6.066 -2.271 3.068
3 C -4.884 -1.810 2.579
4 C -3.902 -2.663 2.023
5 C -2.695 -2.165 1.641
6 N -2.417 -0.914 1.847
7 C -3.247 -0.043 2.385
8 C -4.508 -0.448 2.762
9 C -2.569 1.320 2.645
10 O -3.075 2.272 3.122
11 O -1.287 1.188 2.307
12 C -1.509 -2.901 0.976
13 O -1.645 -4.010 0.562
14 O -0.458 -2.081 0.973
15 H -6.196 -3.241 2.865
16 H -3.975 -3.706 1.978
17 H -5.231 0.169 3.210
18 C -1.651 2.364 -2.508
19 Si -2.148 2.152 -0.750
20 C -4.016 2.106 -0.479
21 C -1.423 3.504 0.323
22 N -1.412 0.466 -0.467
23 C -1.363 -0.397 -1.574
24 C -2.424 -1.103 -2.140
25 C -2.125 -1.991 -3.264
26 C -0.870 -2.078 -3.848
27 C 0.144 -1.404 -3.201
28 C -0.041 -0.673 -2.044
29 O 0.960 -0.229 -1.210
30 C 2.213 -0.638 -1.354
31 C 3.168 0.272 -1.804
32 C 4.520 -0.093 -1.933
33 C 4.844 -1.423 -1.557
34 C 3.926 -2.275 -0.998
35 C 2.611 -1.900 -0.893
36 H -1.749 3.370 -2.873
37 H -2.006 1.761 -3.319
38 H -0.581 2.266 -2.528
39 H -4.568 2.836 -1.091
40 H -4.230 2.206 0.612
41 H -4.320 1.092 -0.814
42 H -0.332 3.292 0.354
43 H -1.755 3.662 1.324
44 H -1.502 4.408 -0.274
45 H -3.392 -1.174 -1.724
46 H -2.937 -2.474 -3.881
47 H -0.705 -2.700 -4.701
48 H 1.190 -1.482 -3.530
49 H 2.925 1.254 -2.094
50 H 5.221 0.577 -2.354
51 H 5.850 -1.759 -1.727
52 H 4.272 -3.243 -0.675
53 H 1.858 -2.532 -0.349
54 N 6.341 0.902 1.752
55 C 5.265 1.776 1.696
56 O 5.393 2.979 1.599
57 C 3.903 1.142 1.686
58 C 2.914 1.905 1.110
59 C 1.614 1.467 1.064
60 N 1.218 0.252 1.476
61 C 2.260 -0.547 1.923
62 C 3.566 -0.177 2.069
63 H 7.251 1.319 1.515
64 H 6.181 -0.065 1.580
65 H 3.256 2.859 0.773
66 H 0.871 2.103 0.667
67 H 1.994 -1.610 2.021
68 H 4.324 -0.829 2.407

Forces on atoms 1 to 2 (eV/Å):
V 2.00 0.82 -0.26
O 0.85 -0.48 -0.91

Calculated values
<S²> = 0.77
Total energy = -3062.33425 Ha
Charge = +1
Kohn-Sham gap (alpha / beta) = 0.26372 / 0.27497 hartree
2S+1 = 2
Maximum force = 3.3 eV/Å